1.
{
  "formula": "C5H8N2O",
  "method": "ωB97M-V/def2-TZVPD",
  "charge": 0,
  "e_above_lowest_ev": 7.089,
  "multiplicity": 1,
  "elements": ["C", "C", "C", "C", "C", "H", "H", "H", "H", "H", "H", "H", "H", "N", "N", "O"],
  "xyz": [[0.190, -0.773, 1.193], [-1.219, -0.936, 0.700], [0.070, 0.352, -1.626], [0.757, 1.242, -0.585], [-0.048, 0.726, 0.623], [1.196, -1.148, -0.831], [0.665, -1.014, 2.241], [-1.584, -1.590, 0.020], [-1.768, -0.740, 1.651], [0.431, -0.007, -2.665], [0.644, 2.362, -0.611], [2.027, 0.957, -0.580], [0.120, 1.571, 1.333], [-1.332, 0.498, 0.044], [-1.147, 0.195, -1.303], [1.000, -1.696, 0.397]]
}

---

2.
{
  "formula": "C3H4FNOS2",
  "method": "ωB97M-V/def2-TZVPD",
  "charge": 0,
  "e_above_lowest_ev": 0.883,
  "multiplicity": 1,
  "elements": ["O", "C", "C", "F", "N", "S", "C", "S", "H", "H", "H", "H"],
  "xyz": [[0.634, -2.351, -0.703], [0.237, -1.372, -0.110], [-1.304, -1.156, 0.109], [-1.677, 0.137, -0.384], [1.068, -0.313, 0.241], [0.687, 1.102, 1.195], [0.567, 2.264, -0.083], [0.767, 2.011, -1.657], [-1.558, -1.105, 1.219], [-1.843, -2.000, -0.363], [2.075, -0.484, 0.136], [0.347, 3.268, 0.399]]
}

---

3.
{
  "formula": "C24H25N3O5",
  "method": "ωB97M-V/def2-TZVPD",
  "charge": 0,
  "e_above_lowest_ev": 21.581,
  "multiplicity": 1,
  "elements": ["C", "C", "H", "H", "O", "C", "O", "C", "C", "C", "C", "C", "C", "H", "H", "N", "C", "O", "C", "N", "C", "H", "C", "N", "C", "O", "C", "C", "C", "C", "C", "C", "H", "H", "H", "H", "H", "C", "C", "H", "H", "H", "H", "H", "H", "H", "C", "C", "O", "H", "H", "H", "H", "H", "H", "H", "H"],
  "xyz": [[6.133, 1.143, 6.332], [4.873, 1.943, 5.668], [5.185, 2.923, 5.294], [4.134, 2.038, 6.466], [4.468, 1.460, 4.625], [3.460, 1.778, 4.090], [2.883, 2.733, 4.545], [3.131, 1.044, 2.739], [2.093, 1.491, 1.993], [1.524, 0.744, 0.924], [2.356, -0.612, 0.522], [3.436, -0.923, 1.316], [3.615, -0.039, 2.499], [4.527, -0.682, 3.019], [3.795, -1.769, 1.047], [1.771, -1.294, -0.408], [1.343, -0.583, -1.657], [1.551, 0.503, -1.918], [0.924, -1.752, -2.836], [-0.478, -1.650, -2.914], [-1.233, -1.140, -1.812], [-0.991, -2.101, -0.900], [-2.728, -1.437, -2.223], [-3.033, -0.576, -3.169], [-3.665, 0.776, -3.422], [-4.028, 1.436, -4.208], [-4.652, 1.013, -1.793], [-5.798, 0.416, -1.876], [-6.530, 0.684, -0.428], [-5.966, 1.375, 0.514], [-4.517, 1.801, 0.223], [-3.857, 1.695, -0.891], [-2.901, 1.870, -1.022], [-4.129, 2.452, 1.200], [-6.430, 1.648, 1.461], [-7.497, 0.269, -0.567], [-6.322, 0.111, -2.661], [-2.290, -0.865, -4.297], [-0.708, -0.598, -4.025], [0.009, -0.949, -4.836], [-0.662, 0.380, -3.616], [-2.385, -0.106, -5.002], [-2.381, -1.629, -4.725], [-3.455, -1.029, -1.203], [-2.841, -2.317, -2.536], [-1.256, -0.160, -1.491], [1.042, -2.999, -1.872], [1.402, -2.549, -0.493], [1.811, -3.274, 0.320], [2.109, -3.682, -2.277], [0.318, -3.657, -1.937], [1.480, -1.693, -3.697], [0.679, 1.104, 0.120], [1.402, 2.324, 2.360], [6.406, 1.680, 7.222], [6.937, 0.937, 5.598], [5.936, 0.294, 6.619]]
}

---

4.
{
  "formula": "C23H20N7SSbSe4Tc",
  "method": "ωB97M-V/def2-TZVPD",
  "charge": 3,
  "e_above_lowest_ev": 0.806,
  "multiplicity": 1,
  "elements": ["Tc", "N", "C", "S", "N", "N", "C", "C", "C", "C", "C", "C", "C", "C", "C", "C", "C", "C", "N", "H", "H", "H", "H", "H", "H", "H", "H", "H", "H", "H", "N", "C", "C", "C", "C", "C", "N", "C", "C", "C", "C", "C", "N", "H", "H", "H", "H", "H", "H", "H", "H", "H", "Se", "Sb", "Se", "Se", "Se"],
  "xyz": [[-0.877, -0.054, 0.549], [1.816, -2.407, 3.275], [1.237, -1.766, 2.279], [-0.624, -1.432, 2.496], [1.774, -1.367, 1.212], [1.075, -0.714, 0.264], [1.665, -0.537, -0.903], [3.001, -0.990, -1.267], [3.243, -1.521, -2.545], [4.524, -1.863, -2.931], [5.588, -1.676, -2.058], [5.359, -1.167, -0.786], [4.079, -0.844, -0.383], [0.837, 0.227, -1.822], [1.269, 0.724, -3.054], [0.393, 1.448, -3.841], [-0.905, 1.652, -3.382], [-1.258, 1.167, -2.140], [-0.408, 0.496, -1.349], [1.318, -2.585, 4.133], [2.808, -2.594, 3.255], [2.418, -1.696, -3.217], [4.693, -2.276, -3.915], [6.590, -1.926, -2.369], [6.186, -1.018, -0.109], [3.915, -0.430, 0.598], [2.283, 0.544, -3.370], [0.702, 1.840, -4.797], [-1.632, 2.194, -3.966], [-2.261, 1.318, -1.757], [-2.598, 2.525, 1.672], [-3.386, 1.516, 1.184], [-4.783, 1.675, 1.198], [-5.578, 0.643, 0.752], [-4.976, -0.528, 0.271], [-3.607, -0.585, 0.246], [-2.818, 0.404, 0.698], [-1.239, 2.729, 1.702], [-0.833, 3.990, 2.182], [0.495, 4.332, 2.219], [1.425, 3.383, 1.795], [0.970, 2.161, 1.372], [-0.333, 1.812, 1.298], [-3.126, 3.306, 2.051], [-5.219, 2.595, 1.555], [-6.651, 0.742, 0.759], [-5.550, -1.368, -0.090], [-3.098, -1.458, -0.159], [-1.580, 4.689, 2.522], [0.809, 5.300, 2.577], [2.481, 3.593, 1.811], [1.678, 1.405, 1.075], [-1.531, -6.762, 0.905], [-3.805, -6.499, -0.632], [-0.421, -4.807, 0.947], [-1.588, -3.407, 2.584], [-3.942, -4.133, -0.592]]
}

---

5.
{
  "formula": "C6H14FN2",
  "method": "ωB97M-V/def2-TZVPD",
  "charge": 1,
  "e_above_lowest_ev": 2.946,
  "multiplicity": 1,
  "elements": ["C", "C", "C", "C", "C", "C", "N", "N", "F", "H", "H", "H", "H", "H", "H", "H", "H", "H", "H", "H", "H", "H", "H"],
  "xyz": [[0.716, 1.928, -0.212], [0.664, 0.752, 0.324], [-2.121, 0.274, -0.605], [-0.347, 0.100, 1.212], [2.389, -0.167, 0.456], [-1.465, -0.616, 0.434], [3.284, 0.383, -0.385], [-0.750, -1.759, -0.272], [1.904, -1.472, 0.062], [1.737, 2.169, -0.590], [-0.208, 2.435, -0.272], [-2.921, 0.730, -0.076], [-1.274, 0.810, -1.124], [-2.680, -0.277, -1.329], [-0.925, 0.895, 1.900], [0.065, -0.560, 1.825], [2.589, -0.103, 1.433], [-2.297, -0.937, 0.978], [3.135, 0.809, -1.234], [4.180, 0.727, 0.038], [-0.235, -1.424, -1.178], [-1.215, -2.612, -0.577], [-0.071, -2.264, 0.284]]
}